{"formula": "C4H9NO2", "method": "the ωB97M-V functional and the def2-TZVPD basis", "gap_ev": 10.7, "charge": 0, "relative_energy_kcal_mol": 41.6, "smiles": "N[C@H](CO)CC=O", "species": ["N", "C", "C", "O", "C", "C", "O", "H", "H", "H", "H", "H", "H", "H", "H", "H"], "positions_angstrom": [[-0.775, -1.082, 0.760], [-0.342, 0.077, -0.057], [-0.461, -0.296, -1.534], [-1.697, 0.097, -2.105], [1.072, 0.579, 0.292], [1.108, 0.961, 1.752], [1.688, 0.314, 2.572], [-0.383, -1.028, 1.690], [-0.364, -1.907, 0.330], [-1.086, 0.849, 0.145], [0.311, 0.220, -2.090], [-0.302, -1.365, -1.677], [-2.365, -0.567, -1.855], [1.248, 1.460, -0.322], [1.792, -0.203, 0.110], [0.554, 1.891, 1.989]], "lowdin_charge": [0.0489, -0.3802, -0.2362, -0.0589, -0.1228, -0.2840, 0.0654, 0.0560, 0.0672, 0.1378, 0.1155, 0.1196, 0.0997, 0.1201, 0.1220, 0.1301]}